Entry 1:
14
Properties=species:S:1:pos:R:3 method="wB97M-V/def2-TZVPD" total_charge=-2 e_above_lowest_kcal_mol=35.6 orbital_gap_ev=6.0 homo_ev=0.5 smiles="O=P([O-])([O-])N1CCC=N1" multiplicity=1 e_lumo_ha=0.2371 largest_force_ev_per_a=3.9
O -3.329 -0.891 0.268
P -2.378 0.268 -0.156
O -2.196 1.435 0.835
O -2.575 0.739 -1.612
N -0.625 -0.436 -0.084
C 0.550 0.808 -0.106
C 1.778 -0.006 0.087
C 1.275 -1.433 0.244
N -0.036 -1.525 0.191
H 0.241 1.474 0.659
H 0.418 1.168 -1.103
H 2.171 0.213 1.083
H 2.678 0.363 -0.445
H 2.026 -2.176 0.139

---

Entry 2:
11
Properties=species:S:1:pos:R:3 method="wB97M-V/def2-TZVPD" total_charge=+1 e_above_lowest_kcal_mol=68.9 orbital_gap_ev=13.3 homo_ev=-17.4 multiplicity=1 e_lumo_ha=-0.1524 largest_force_ev_per_a=6.1
C 1.309 0.136 0.263
C -1.273 -0.407 0.067
N 0.019 0.232 -0.468
H 1.397 -0.755 0.741
H 2.238 0.861 -0.722
H 1.270 0.816 1.095
H -1.879 0.225 0.685
H -1.958 -0.821 -0.628
H -1.097 -1.303 0.807
H -0.142 1.272 -0.448
H 0.115 -0.256 -1.393

---

Entry 3:
72
Properties=species:S:1:pos:R:3 method="wB97M-V/def2-TZVPD" e_above_lowest_kcal_mol=10.7 orbital_gap_ev=8.5 homo_ev=-8.3 smiles="CCOc1ccc(NS(=O)(=O)c2ccc(C(=O)NCC3(N4CCCCC4)CCCCC3)cc2)cc1" multiplicity=1 e_lumo_ha=0.0098 largest_force_ev_per_a=1.0
C -4.723 -5.235 -0.624
C -3.377 -4.691 -0.154
O -3.510 -3.651 0.794
C -3.868 -2.402 0.388
C -4.018 -1.986 -0.930
C -4.337 -0.668 -1.211
C -4.529 0.252 -0.190
N -4.817 1.599 -0.458
S -3.749 2.745 0.164
O -3.969 3.932 -0.606
O -3.890 2.801 1.585
C -2.175 2.003 -0.256
C -1.704 2.134 -1.548
C -0.576 1.429 -1.925
C 0.068 0.592 -1.017
C 1.262 -0.170 -1.512
O 1.409 -0.431 -2.692
N 2.127 -0.555 -0.554
C 3.411 -1.136 -0.854
C 4.522 -0.282 -0.190
N 4.045 -0.058 1.192
C 4.474 1.121 1.922
C 3.518 1.376 3.090
C 3.486 0.182 4.035
C 3.149 -1.067 3.231
C 4.133 -1.214 2.071
C 4.650 1.047 -0.955
C 5.136 0.869 -2.392
C 6.483 0.155 -2.409
C 6.384 -1.183 -1.686
C 5.882 -1.001 -0.255
C -0.424 0.472 0.280
C -1.549 1.182 0.661
C -4.403 -0.167 1.132
C -4.073 -1.474 1.413
H -5.300 -4.463 -1.128
H -5.295 -5.586 0.231
H -4.565 -6.063 -1.309
H -2.767 -4.364 -1.005
H -2.829 -5.473 0.379
H -3.874 -2.665 -1.755
H -4.440 -0.355 -2.241
H -5.006 1.798 -1.430
H -2.221 2.789 -2.231
H -0.182 1.497 -2.928
H 2.091 -0.163 0.379
H 3.513 -1.168 -1.938
H 3.443 -2.165 -0.483
H 4.443 1.996 1.276
H 5.502 1.011 2.312
H 3.836 2.275 3.621
H 2.517 1.553 2.692
H 2.750 0.341 4.825
H 4.465 0.060 4.504
H 3.199 -1.956 3.862
H 2.134 -0.987 2.836
H 3.891 -2.120 1.516
H 5.149 -1.327 2.487
H 5.384 1.678 -0.452
H 3.687 1.563 -0.952
H 4.409 0.315 -2.986
H 5.237 1.857 -2.847
H 6.811 -0.001 -3.438
H 7.229 0.780 -1.911
H 5.710 -1.844 -2.231
H 7.366 -1.662 -1.660
H 5.814 -1.980 0.221
H 6.608 -0.406 0.305
H 0.042 -0.198 0.986
H -1.953 1.111 1.658
H -4.558 0.550 1.921
H -3.965 -1.810 2.432

---

Entry 4:
102
Properties=species:S:1:pos:R:3 method="wB97M-V/def2-TZVPD" total_charge=+1 orbital_gap_ev=7.3 homo_ev=-10.9 multiplicity=1 e_lumo_ha=-0.1305 largest_force_ev_per_a=1.3
C 0.439 -2.406 -1.328
S -0.855 -2.632 -0.180
O -0.905 -3.976 0.312
O -0.916 -1.530 0.750
P -2.672 -2.339 -1.359
S -2.628 -3.525 -3.014
C -4.054 -2.628 -0.171
O -4.408 -3.980 -0.090
C -5.570 -4.348 -0.721
F -5.661 -3.792 -1.945
F -6.614 -3.966 -0.038
F -5.561 -5.631 -0.850
P -2.621 -0.242 -2.099
O -1.332 -0.096 -2.764
O -2.934 0.603 -0.810
O -3.903 -0.103 -2.991
H 0.154 -1.761 -2.160
H 0.804 -3.371 -1.675
H 1.219 -1.884 -0.767
H -2.829 -4.659 -2.321
H -4.900 -1.974 -0.399
H -3.674 -2.320 0.811
H -2.271 0.508 -0.099
H -4.733 -0.426 -2.606
C -5.015 -4.426 5.175
C -4.162 -5.300 4.254
C -4.694 -4.900 2.888
O -5.094 -3.529 2.983
C -5.122 -3.139 4.368
H -4.574 -4.260 6.156
H -6.003 -4.873 5.309
H -3.109 -5.027 4.350
H -4.255 -6.368 4.445
H -5.563 -5.509 2.613
H -3.947 -4.987 2.099
H -4.272 -2.479 4.569
H -6.042 -2.587 4.557
C 1.116 2.438 -0.464
C 0.947 2.629 -1.970
C 2.016 1.697 -2.523
O 2.148 0.621 -1.576
C 1.459 0.956 -0.382
H 0.230 2.701 0.114
H 1.952 3.038 -0.100
H -0.044 2.283 -2.280
H 1.071 3.660 -2.298
H 2.978 2.203 -2.609
H 1.753 1.278 -3.495
H 0.548 0.340 -0.346
H 2.083 0.711 0.479
C 4.012 -1.592 -5.900
C 2.941 -0.503 -5.925
C 1.660 -1.324 -5.864
O 1.973 -2.496 -5.103
C 3.392 -2.603 -4.942
H 4.986 -1.242 -5.561
H 4.133 -2.027 -6.894
H 3.028 0.118 -5.031
H 2.990 0.142 -6.800
H 1.330 -1.626 -6.863
H 0.840 -0.797 -5.374
H 3.648 -2.363 -3.904
H 3.694 -3.630 -5.146
C 6.564 4.480 -2.446
C 7.235 3.158 -2.821
C 6.031 2.233 -2.955
O 4.949 3.051 -3.406
C 5.299 4.434 -3.291
H 7.176 5.356 -2.654
H 6.310 4.485 -1.384
H 7.748 3.255 -3.780
H 7.953 2.805 -2.084
H 5.763 1.790 -1.990
H 6.187 1.427 -3.674
H 5.477 4.838 -4.294
H 4.463 4.969 -2.840
C 1.405 7.658 -0.260
C 1.229 7.841 -1.768
C 2.315 6.925 -2.317
O 2.448 5.854 -1.376
C 1.750 6.178 -0.171
H 0.521 7.919 0.320
H 2.239 8.264 0.099
H 0.243 7.489 -2.077
H 1.342 8.871 -2.101
H 3.274 7.449 -2.395
H 2.071 6.507 -3.294
H 0.843 5.564 -0.116
H 2.383 5.936 0.683
C -1.529 -1.717 8.939
C -2.547 -2.183 9.979
C -3.765 -2.468 9.110
O -3.257 -2.894 7.841
C -1.855 -2.628 7.763
H -0.495 -1.808 9.266
H -1.712 -0.673 8.674
H -2.201 -3.100 10.460
H -2.750 -1.447 10.755
H -4.370 -1.568 8.965
H -4.405 -3.253 9.513
H -1.309 -3.575 7.833
H -1.635 -2.174 6.796